Entry 1:
ORCA calculation (ωB97M-V/def2-TZVPD) on 6 unconnected molecules or ions with the total composition C21H35F3N6O14 at a distorted geometry.

Computed properties:
SMILES	C#CC[C@@]1(CCC(F)=C(F)F)C(=O)O[C@@H](N)[C@H]1CCOC(=O)CC.C[N+](=O)[O-].C[N+](=O)[O-].C[N+](=O)[O-].C[N+](=O)[O-].C[N+](=O)[O-]
max |F|	0.0399	hartree/bohr
HOMO-LUMO gap	0.330	Ha
E_tot	-68085.034	eV
HOMO	-9.155	eV

```
! RIJCOSX wB97M-V def2-TZVPD def2/J DEFGRID3
* xyz 0 1
N -0.700 -2.732 -7.675
H 3.733 0.971 -1.034
C -1.366 3.158 0.403
H -7.564 -0.258 6.397
H 1.899 0.041 1.248
H -1.781 3.766 -0.398
C -4.479 1.730 0.065
H -0.313 -1.315 4.291
H -4.747 -1.484 1.261
H -4.717 0.793 -0.462
C 0.715 2.014 0.240
O 3.433 -2.505 -5.409
N -5.481 -0.161 6.543
O -0.553 2.161 -0.223
H -6.914 1.355 6.819
N 4.295 -1.921 -4.781
O -6.123 0.210 2.491
C -5.260 0.737 1.859
C -2.427 2.585 1.342
H -4.411 2.276 -1.856
C 1.795 0.715 2.093
O 7.363 -1.021 -1.843
O -5.190 -1.167 5.932
C -0.589 -2.528 0.004
O -4.799 0.375 7.390
F 0.543 -2.318 -0.656
C -3.336 0.583 3.291
H -1.969 2.400 2.308
C 0.367 -3.044 -6.686
H -3.289 1.647 3.523
O -5.491 1.821 1.071
O 1.599 1.855 -0.553
C -2.871 -1.619 0.287
H 0.103 2.043 2.331
F -0.793 -0.421 0.880
H -3.106 -2.658 0.059
O 4.934 -0.493 0.732
H -2.576 0.975 -0.056
H 9.539 -0.102 -0.800
H 9.887 -0.862 -2.380
H 2.792 0.957 2.448
C 5.098 -2.732 -3.826
N 5.297 0.577 0.291
H 5.222 1.917 -1.323
H 4.410 -3.159 -3.104
C -3.158 1.357 0.776
O 6.020 1.360 0.875
H 1.287 0.160 2.878
C -6.784 0.472 6.205
N 7.983 -0.031 -2.187
C -3.732 -1.159 1.480
H 5.175 0.185 -1.751
H -3.813 3.434 -0.838
C 9.437 -0.012 -1.877
F -0.804 -3.817 0.198
H -4.121 0.195 3.938
O -1.686 -2.163 -7.255
H -3.162 3.379 1.512
C -1.108 -0.707 3.935
O 7.508 0.928 -2.749
C -3.739 0.367 1.804
H -6.737 0.730 5.149
C 4.819 0.946 -1.066
H 9.849 0.923 -2.236
O 4.544 -0.741 -4.871
H -3.427 -1.745 2.345
H -3.162 -1.040 -0.595
H 5.817 -2.080 -3.343
H 0.703 -2.106 -6.257
N -4.517 2.722 -0.960
C -1.390 -1.538 0.421
H 1.651 2.838 1.916
O -0.521 -3.063 -8.828
C -2.069 -0.040 3.661
H 5.594 -3.512 -4.397
H 1.178 -3.547 -7.199
H -0.073 -3.682 -5.926
C 0.999 1.987 1.723
H -0.743 3.842 0.984
*
```

These are the Löwdin partial charges, in e, on atoms 1 to 6:
1. N -0.458
2. H 0.077
3. C -0.159
4. H 0.102
5. H 0.069
6. H 0.118

=====

Entry 2:
ORCA calculation (ωB97M-V/def2-TZVPD) on a molecular structure, C21H35F4N3O3Si2 at a distorted geometry.

Computed properties:
max |F|	0.1555	hartree/bohr
HOMO-LUMO gap	0.311	Ha
energy above the lowest of the compared OMol25 structures with the same formula, charge and spin	438.5	kJ/mol
E_tot	-59581.211	eV
HOMO	-8.354	eV

```
! RIJCOSX wB97M-V def2-TZVPD def2/J DEFGRID3
* xyz 0 1
H -1.823 -1.147 -0.553
C 0.364 -3.001 0.465
H 1.320 -0.559 -0.694
H -5.676 -1.172 0.664
H 1.896 1.128 2.399
F 0.587 4.057 -3.901
H 4.804 -0.258 -3.617
C -0.229 -2.706 -1.007
H 0.066 -0.171 0.615
H -1.217 3.368 0.208
C 1.286 -2.855 4.056
C -0.615 4.474 -3.214
H -0.997 -1.037 -2.290
H 3.781 -1.666 0.218
H -2.970 4.238 -0.814
H -6.048 1.361 -0.201
Si 0.080 1.641 -1.272
H 0.605 3.802 -0.119
O 1.666 0.698 -4.254
H 1.408 -2.494 0.547
H 2.403 1.939 0.812
H 1.393 -5.618 5.848
C -0.152 2.944 0.105
H -4.021 4.268 -2.332
N 4.091 -0.674 -1.648
C -5.136 1.076 0.464
H -1.090 -4.589 5.445
H -3.824 -0.723 0.734
H 0.015 3.317 2.302
Si -1.881 3.061 -2.889
C 4.260 -1.695 -0.750
H -0.368 -2.600 1.256
C -4.838 -0.515 0.203
F -1.268 5.393 -4.144
F -0.324 5.294 -2.048
H -3.671 2.837 0.770
H -2.950 1.213 0.025
H -0.804 -2.511 4.071
C -0.840 -1.188 -1.165
C 1.139 -4.726 5.294
F 2.453 3.135 2.606
C 1.821 2.114 1.783
C 4.803 -0.947 -2.786
C -3.326 3.591 -1.692
O -1.199 1.534 -2.436
H 5.399 -3.560 -0.868
C 2.036 -3.854 4.628
C 5.080 -2.635 -1.326
H 3.532 0.151 -1.494
H -0.442 1.543 1.895
C 1.769 1.219 -3.109
C 0.248 -0.149 -0.517
H 1.574 -2.000 3.463
C 0.252 2.417 1.601
H -1.076 -3.412 -1.331
N -0.030 -3.088 4.358
H 0.616 -2.770 -1.792
N 1.715 1.965 -2.019
H -4.720 -0.719 -0.928
C 5.425 -2.161 -2.615
C -0.128 -4.230 5.108
H -2.560 2.829 -4.187
H 0.479 -4.157 0.544
H 3.111 -3.948 4.571
H 6.059 -2.652 -3.339
O -4.110 2.426 -1.325
H -5.365 1.182 1.584
C -3.835 1.973 0.028
*
```

These are the natural (NBO) partial charges, in e, on atoms 1 to 6:
1. H 0.201
2. C -0.635
3. H 0.242
4. H 0.221
5. H 0.174
6. F -0.336

=====

Entry 3:
ORCA calculation (ωB97M-V/def2-TZVPD) on a molecular structure, C21H35FMnP2 at a distorted geometry.

Computed properties:
max |F|	0.0940	hartree/bohr
HOMO-LUMO gap (alpha / beta)	0.179 / 0.226	Ha
E_tot	-74950.239	eV
HOMO (alpha / beta)	-5.528 / -6.685	eV

```
! RIJCOSX wB97M-V def2-TZVPD def2/J DEFGRID3
* xyz 0 6
C 4.369 3.784 -0.978
H 4.259 -1.295 -4.661
H 6.007 -1.494 -1.027
H 4.566 4.783 -1.408
H -1.149 -2.917 -2.581
H 1.814 1.766 -2.175
H -0.339 -3.891 0.227
H 3.804 3.947 -0.050
C 5.166 0.787 0.187
H 2.860 1.192 -4.145
C 2.545 2.230 -1.468
P 2.059 -1.048 -3.537
H 3.815 1.870 1.506
H -0.876 -3.660 2.615
H 2.898 -3.537 0.875
H 0.098 0.327 -0.182
H 2.771 0.045 -5.580
C -0.140 -0.351 1.864
H 5.368 -2.901 -2.945
C 3.830 1.085 0.732
C -0.453 -1.492 2.623
C -0.515 -2.785 2.064
H 6.290 3.689 -0.041
C 3.370 -3.882 -0.055
H 1.310 0.814 -4.940
C 4.282 -2.715 -2.951
C -0.168 -2.919 0.694
H -0.845 -1.273 -3.272
P 3.568 -2.430 -1.179
C 5.746 3.083 -0.795
H 3.542 0.217 1.342
H 1.118 -3.284 -4.365
C 2.769 1.166 -0.382
H 6.790 1.130 -1.019
H 0.928 -2.073 -5.586
H -0.909 -1.500 -1.497
Mn 1.334 -2.573 -2.155
C -0.592 -1.973 -2.459
H 5.560 -0.163 0.507
F -0.503 -1.352 3.994
C 1.622 -2.373 -4.778
C 3.995 -1.373 -3.597
C 0.315 -1.846 -0.033
H 6.259 3.233 -1.757
C 5.479 -2.392 -0.702
H 5.737 -2.536 0.356
H 3.825 -3.574 -3.474
C 0.102 -0.556 0.475
C 2.278 0.398 -4.652
H 1.817 0.901 0.103
C 3.439 3.110 -1.927
H 4.401 -0.510 -3.016
H 2.689 -4.656 -0.422
H -0.182 0.658 2.311
C 5.926 1.614 -0.540
H 2.575 -2.678 -5.262
H 3.015 0.311 -1.086
H 3.573 3.244 -3.008
H 4.322 -4.361 0.216
H 6.104 -3.145 -1.230
*
```

These are the natural (NBO) partial charges, in e, on atoms 1 to 6:
1. C -0.439
2. H 0.223
3. H 0.223
4. H 0.216
5. H 0.194
6. H 0.184

=====

Entry 4:
ORCA calculation (ωB97M-V/def2-TZVPD) on a single C21H35N3O3 molecule.

Computed properties:
SMILES	CC(C)/C=C/C(=O)N1CCC(N2CCC(C(=O)N3CCOCC3)CC2)CC1
max |F|	0.0104	hartree/bohr
HOMO-LUMO gap	0.330	Ha
energy above the lowest of the compared OMol25 structures with the same formula, charge and spin	56.8	kJ/mol
E_tot	-32958.208	eV
HOMO	-8.294	eV

```
! RIJCOSX wB97M-V def2-TZVPD def2/J DEFGRID3
* xyz 0 1
O 0.279 -0.366 4.857
H -2.011 1.083 4.942
C -4.368 1.242 6.074
H -4.419 -0.782 6.776
H 1.692 -1.795 0.911
H -5.506 -1.758 4.770
C 0.486 0.420 -1.138
C 0.629 -1.404 -3.338
H 2.705 3.366 -4.104
C -1.944 -1.377 2.221
C 2.586 0.192 -3.394
H 3.029 1.510 -6.521
C -1.587 -0.721 0.884
C -0.764 -0.552 4.252
C 0.704 -1.820 -1.871
O 3.280 -0.670 -2.887
H -2.199 -2.431 2.055
N -0.824 -1.308 3.128
C -4.329 -0.260 5.814
H -0.735 0.937 -2.818
H -3.009 -1.805 5.026
H 2.858 3.290 -6.576
C 3.231 2.451 -5.986
H 0.811 0.326 -4.582
H -0.594 -2.467 0.167
C -0.351 -1.403 0.284
H -1.388 0.337 1.057
H 4.765 2.480 -3.158
C 0.326 0.944 -2.563
H -0.045 1.084 -0.454
C 0.385 -1.921 2.618
H 6.266 1.850 -5.023
H -5.465 -0.183 3.973
C -5.514 -0.683 4.938
H 1.255 -2.075 -3.927
H -2.804 -0.876 2.666
N 3.139 1.359 -3.818
C 4.575 1.545 -3.695
N -0.083 -0.910 -1.056
H -5.298 1.508 6.571
C 0.804 -1.289 1.292
H -4.312 1.794 5.138
C 1.076 0.045 -3.557
H -0.404 -1.498 -3.677
H -6.453 -0.416 5.417
H 0.198 -2.993 2.478
H 1.048 -0.240 1.462
H -3.541 1.543 6.711
C -3.057 -0.731 5.171
H -2.424 -0.805 0.192
O 4.618 2.644 -5.858
H 1.161 -1.788 3.373
H 1.759 -1.844 -1.562
H 4.979 0.704 -3.132
C 2.541 2.407 -4.613
H 1.557 0.428 -0.872
H 1.473 2.258 -4.746
H 0.291 -2.827 -1.770
H 5.073 0.647 -5.596
C -2.040 0.017 4.770
H 0.690 1.972 -2.611
C 5.203 1.615 -5.088
*
```

These are the natural (NBO) partial charges, in e, on atoms 1 to 6:
1. O -0.626
2. H 0.221
3. C -0.608
4. H 0.209
5. H 0.218
6. H 0.207

=====

Entry 5:
ORCA calculation (ωB97M-V/def2-TZVPD) on 4 unconnected molecules or ions with the total composition C21H35NO11.

Computed properties:
SMILES	CCNC1=C(C)C(=O)C=CC1=O.CCOC(=O)OC.CCOC(=O)OC.CCOC(=O)OC
max |F|	0.0186	hartree/bohr
HOMO-LUMO gap	0.278	Ha
energy above the lowest of the compared OMol25 structures with the same formula, charge and spin	0.0	kJ/mol
E_tot	-46357.339	eV
HOMO	-8.781	eV

```
! RIJCOSX wB97M-V def2-TZVPD def2/J DEFGRID3
* xyz 0 1
C -0.976 -6.707 2.292
C 2.568 -6.875 -2.141
C 0.817 -5.464 -1.487
H 1.787 -0.723 2.007
H 0.375 -1.120 3.007
H 0.411 4.592 -4.236
C 2.459 6.536 -0.693
C 0.101 6.196 -0.197
H 3.595 -9.102 -2.948
C 0.922 4.135 -3.382
C 0.200 3.785 2.542
H -2.094 -2.314 0.863
H 1.925 3.845 -3.693
H 0.263 -6.382 -1.296
N -1.356 5.007 -1.742
H 0.470 -4.560 0.412
H -0.473 -6.684 1.328
H -2.069 -1.374 2.361
C 2.355 5.503 -1.763
H 0.376 3.634 1.477
C 1.379 -0.698 3.015
H -1.692 4.742 2.343
O 2.301 -7.685 -1.288
O 3.367 5.023 -2.214
H 1.444 7.570 0.864
H -3.146 6.900 -2.143
H -1.954 5.270 -0.965
C -1.277 3.871 2.848
C -1.721 -4.516 2.013
O 0.843 2.721 3.273
H -4.388 -1.505 1.495
H 1.906 -3.948 -0.414
H -1.440 3.975 3.922
H 4.880 -8.263 -3.866
O 0.169 1.237 1.703
H -1.258 5.917 -3.632
C -0.066 5.419 -1.468
H -1.797 2.981 2.495
O 1.361 0.640 3.522
O -0.812 6.261 0.597
H 1.941 -5.546 0.353
H -2.151 4.394 -3.598
H 0.354 3.237 -3.109
C 1.401 6.852 0.050
C 0.703 1.506 2.750
H -4.267 -2.393 3.021
H 4.872 -8.227 -2.081
H 3.439 6.976 -0.531
C 1.012 5.065 -2.206
C -3.945 -2.375 1.979
H -1.952 -7.176 2.178
C 4.257 -8.239 -2.978
C -2.439 -2.286 1.896
O 1.898 -5.754 -2.397
H -4.072 5.428 -2.509
H 0.179 -4.777 -2.037
O 3.501 -7.027 -3.081
H -0.378 -7.245 3.020
O -2.119 -4.759 0.901
O -1.790 -3.341 2.635
O -1.117 -5.384 2.824
C 1.322 -4.844 -0.205
H -3.593 6.521 -3.813
C -1.965 5.321 -3.044
H 2.010 -1.262 3.695
C -3.271 6.083 -2.863
H -4.309 -3.272 1.479
H 0.724 4.683 2.864
*
```

These are the natural (NBO) partial charges, in e, on atoms 1 to 6:
1. C -0.255
2. C 0.981
3. C -0.070
4. H 0.194
5. H 0.189
6. H 0.219

=====

Entry 6:
ORCA calculation (ωB97M-V/def2-TZVPD) on a molecular structure, C21H36Cl2N3O4Y at a distorted geometry.

Computed properties:
max |F|	0.0645	hartree/bohr
HOMO-LUMO gap (alpha / beta)	0.131 / 0.141	Ha
E_tot	-61111.549	eV
HOMO (alpha / beta)	-3.654 / -3.922	eV

```
! RIJCOSX wB97M-V def2-TZVPD def2/J DEFGRID3
* xyz 0 1
H 4.283 -1.506 -2.689
H 2.768 0.702 4.564
C -1.524 -2.447 -3.341
C 2.340 -0.708 1.724
H -3.342 0.664 5.181
H -3.138 -2.797 -6.372
Cl -0.156 1.667 -2.073
H 2.436 4.209 -0.711
O -0.131 2.245 0.835
H -1.282 -1.569 2.879
N -2.937 1.304 3.199
C -3.548 2.293 2.334
H -0.177 6.151 -0.863
C -2.469 -3.210 -2.585
C -0.451 3.337 0.287
H -3.440 2.428 4.860
H -2.234 -3.323 -1.514
C -1.860 -2.235 -4.694
H -1.510 3.575 0.056
H -1.205 -1.636 -5.315
C 2.180 -0.822 -2.616
C -1.631 -0.723 3.483
H 2.083 5.168 0.756
C 3.076 0.782 3.508
H -0.987 4.741 -1.581
H 0.703 5.133 -2.033
H -4.648 -4.234 -5.029
C 1.817 -3.241 -3.070
Cl -0.078 -2.478 0.909
H -4.208 1.809 1.600
C 1.265 -1.811 -3.067
C -3.814 -3.709 -4.545
H 3.877 0.089 -2.043
C -2.879 1.507 4.628
O -2.168 0.340 1.361
H 1.917 0.238 -2.821
H -1.827 1.622 4.992
H 2.377 -1.722 1.328
N 3.000 -0.534 2.865
H -4.190 -4.519 -2.607
O -0.432 -1.089 -1.712
C -0.246 -1.845 -2.643
H 1.588 -3.793 -2.146
C 3.712 -1.623 3.527
H -2.393 -1.041 4.219
C -2.245 0.316 2.628
H -0.738 -0.311 3.990
Y -0.382 0.109 0.078
C -0.032 5.136 -1.232
H 1.322 -3.713 -3.928
C 3.554 -0.968 -2.062
H 3.376 -1.736 4.568
H 2.423 1.455 2.951
H 4.796 -1.431 3.553
O 1.672 0.184 1.137
H -2.786 2.871 1.786
C -3.562 -3.857 -3.179
H 4.116 1.153 3.511
H 1.993 3.353 0.823
H 2.900 -3.101 -3.189
C -2.964 -2.876 -5.288
H 0.818 -1.563 -4.125
C 1.816 4.250 0.198
N 0.385 4.269 -0.143
H -4.147 2.986 2.938
H 3.641 -1.359 -1.026
H 3.526 -2.555 2.983
*
```

These are the natural (NBO) partial charges, in e, on atoms 1 to 6:
1. H 0.170
2. H 0.199
3. C -0.128
4. C 0.572
5. H 0.213
6. H 0.210

=====

Entry 7:
ORCA calculation (ωB97M-V/def2-TZVPD) on 10 unconnected molecules or ions with the total composition C21H36Cl9N3O12 at a distorted geometry.

Computed properties:
SMILES	COC(=O)OC.COC(=O)OC.COC(=O)OC.COC(=O)OC.ClC(Cl)Cl.ClC(Cl)Cl.ClC(Cl)Cl.CC#N.CC#N.CC#N
max |F|	0.1030	hartree/bohr
HOMO-LUMO gap	0.400	Ha
E_tot	-164101.492	eV
HOMO	-10.472	eV

```
! RIJCOSX wB97M-V def2-TZVPD def2/J DEFGRID3
* xyz 0 1
O -5.224 0.933 -2.095
C -2.895 3.020 -2.899
H 3.151 0.456 0.345
H 6.630 3.577 4.099
O 5.735 2.395 2.728
H -7.196 0.322 -0.303
O 5.026 0.359 3.259
H 0.394 2.803 1.443
H 3.895 5.885 0.899
H 1.920 -4.252 -0.904
Cl -3.637 -6.761 -0.980
H 3.722 -0.459 1.716
C -2.352 -0.795 -0.367
N -2.450 2.382 -2.068
H 2.080 -1.662 -2.869
C -7.541 0.093 -1.310
O 2.086 -4.401 1.159
H -8.517 -0.390 -1.233
C 5.149 1.243 2.484
C 4.605 -3.350 3.223
C 2.463 3.930 0.530
O -6.656 -0.737 -1.993
H 4.648 -0.541 0.251
C -3.490 3.844 -3.946
C 0.328 -2.117 -3.839
Cl 1.882 -1.636 4.477
Cl -0.519 -1.980 2.877
H -5.639 -5.598 -1.045
H 5.410 2.465 4.796
Cl -1.985 2.817 3.004
H -3.877 0.278 -4.343
H 2.284 -2.881 -4.101
H 0.386 -4.302 0.060
O 3.579 4.129 -0.140
H -4.298 2.741 3.328
H -2.672 0.138 -0.832
O 3.542 -4.124 2.665
H 4.659 -3.667 4.260
C -0.926 -0.988 -0.545
H 6.973 1.825 4.331
H 1.371 -2.838 -0.035
H -3.558 4.871 -3.606
H -4.488 3.460 -4.166
Cl 0.824 0.616 3.015
H 1.634 -1.406 2.182
O 3.546 -2.785 0.947
H 5.149 4.618 1.106
O 1.712 3.079 -0.142
C 1.396 -3.934 0.001
H 1.429 -3.320 -2.540
C 1.630 -2.565 -3.291
H -2.965 -0.318 -2.966
C -3.712 -0.594 -3.719
N 0.190 -1.143 -0.680
O -4.897 -1.017 -3.101
C 6.223 2.576 4.075
O 4.733 1.265 1.272
H -2.582 -0.872 0.682
N -0.661 -1.743 -4.195
H -7.744 1.018 -1.862
H 4.428 -2.280 3.155
H 5.579 -3.544 2.766
O 2.198 4.413 1.586
C -4.664 -5.404 -1.462
H -2.844 -1.614 -0.896
C 1.021 -1.123 3.028
C -3.656 2.531 2.489
C -5.519 -0.169 -2.343
C 4.455 5.092 0.413
H -3.267 -1.440 -4.226
H -2.918 3.754 -4.867
C 4.046 0.132 0.854
C 0.379 2.860 0.370
C 3.108 -3.684 1.529
Cl -4.064 3.657 1.186
H 0.019 2.010 -0.192
H 5.022 5.485 -0.427
H -0.291 3.660 0.028
Cl -4.017 0.894 1.917
Cl -4.092 -3.884 -0.795
Cl -4.828 -5.304 -3.212
*
```

These are the Löwdin partial charges, in e, on atoms 1 to 6:
1. O 0.149
2. C -0.266
3. H 0.095
4. H 0.089
5. O 0.008
6. H 0.096

=====

E_tot of number 6 (C21H36Cl2N3O4Y)?
-61111.549 eV